# 1
Molecular formula: C23H23N8O5SV
Method: DFT, ωB97M-V/def2-TZVPD

Geometry as ORCA input:
```
! RIJCOSX wB97M-V def2-TZVPD def2/J DEFGRID3
* xyz 2 1
V -0.493 -0.754 -0.434
C -3.304 -0.198 2.887
C -2.256 -0.596 1.930
N -1.965 0.027 0.838
O -2.742 1.099 0.499
C -1.284 -1.702 2.181
C -1.020 -2.360 3.479
N -0.620 -1.850 1.104
O 0.517 -2.224 0.675
H -4.128 0.295 2.379
H -2.862 0.521 3.586
H -3.657 -1.054 3.459
H -2.160 1.863 0.720
H -0.848 -1.591 4.235
H -0.142 -2.997 3.410
H -1.879 -2.960 3.784
O -1.372 0.035 -1.708
C -2.286 -0.083 -2.680
C -2.842 1.054 -3.259
C -3.788 0.896 -4.247
C -4.183 -0.381 -4.660
C -3.622 -1.499 -4.088
C -2.654 -1.366 -3.083
C -1.989 -2.493 -2.473
N -1.099 -2.464 -1.457
C -0.694 -3.780 -1.251
C -1.337 -4.583 -2.124
N -2.144 -3.763 -2.876
H -2.526 2.029 -2.915
H -4.235 1.769 -4.702
H -4.932 -0.490 -5.431
H -3.947 -2.477 -4.418
H 0.026 -4.045 -0.502
H -1.293 -5.647 -2.274
H -2.738 -4.062 -3.633
N 5.462 4.458 2.555
C 4.315 3.767 2.393
C 4.135 2.521 3.031
C 2.973 1.815 2.862
C 1.959 2.343 2.058
C 2.116 3.576 1.415
C 3.281 4.277 1.579
S 0.521 1.463 1.829
O 0.361 0.457 2.844
O -0.585 2.350 1.559
N 0.666 0.595 0.365
C 1.805 0.276 -0.348
N 3.036 0.700 -0.199
C 3.910 0.210 -1.083
C 3.573 -0.695 -2.085
C 2.257 -1.107 -2.146
N 1.386 -0.598 -1.281
H 6.161 4.149 3.205
H 5.561 5.385 2.180
H 4.919 2.132 3.668
H 2.831 0.866 3.360
H 1.316 3.980 0.810
H 3.407 5.240 1.101
H 4.930 0.559 -0.978
H 4.310 -1.066 -2.780
H 1.891 -1.823 -2.870
*
```

Results
* relative energy (zero: lowest compared OMol25 entry of this formula, charge and spin): 18.87 kJ/mol
* E_HOMO (alpha / beta): -12.925 / -12.925 eV
* orbital gap (alpha / beta): 4.8 / 4.8 eV
* electronic energy: -3046.152608 Ha

***

# 2
Molecular formula: C23H23P2Sn
Method: DFT, ωB97M-V/def2-TZVPD

Geometry as ORCA input:
```
! RIJCOSX wB97M-V def2-TZVPD def2/J DEFGRID3
* xyz 1 1
C 0.607 0.622 -1.966
C 0.206 -0.065 -3.078
C -0.374 -1.360 -3.027
C -0.290 -2.199 -1.884
C 0.009 -1.746 -0.630
Sn -0.961 0.162 -0.580
P 0.017 2.676 0.559
H 1.179 1.552 -1.973
H 0.352 0.335 -4.097
H -0.642 -1.830 -3.978
H 0.188 -2.397 0.232
H -0.447 -3.274 -2.088
H -0.903 3.257 1.486
H 0.194 3.765 -0.348
H 1.239 2.751 1.311
C -0.748 2.500 6.146
C 0.428 2.568 5.387
C 0.605 1.730 4.290
C -0.408 0.821 3.917
C -1.572 0.741 4.697
C -1.741 1.581 5.799
P -0.139 -0.177 2.392
C 1.465 -0.953 2.831
C 2.543 -0.817 1.927
C 3.836 -1.160 2.325
C 4.067 -1.684 3.601
C 2.992 -1.893 4.470
C 1.698 -1.526 4.093
C -1.443 -1.436 2.593
C -1.189 -2.745 3.015
C -2.233 -3.676 3.045
C -3.513 -3.324 2.612
C -3.769 -2.021 2.169
C -2.750 -1.073 2.184
H -0.884 3.160 7.005
H 1.210 3.279 5.657
H 1.532 1.777 3.716
H -2.346 0.011 4.463
H -2.656 1.514 6.389
H 2.355 -0.424 0.924
H 4.670 -1.012 1.637
H 5.084 -1.930 3.915
H 3.161 -2.336 5.453
H 0.874 -1.670 4.794
H -0.186 -3.033 3.325
H -2.036 -4.684 3.407
H -4.318 -4.060 2.616
H -4.763 -1.739 1.815
H -2.960 -0.048 1.857
*
```

Results
* E_HOMO: -11.066 eV
* orbital gap: 5.6 eV
* electronic energy: -1786.818216 Ha

***

# 3
Molecular formula: C23H24AuN5O6Se
Method: DFT, ωB97M-V/def2-TZVPD

Geometry as ORCA input:
```
! RIJCOSX wB97M-V def2-TZVPD def2/J DEFGRID3
* xyz 0 1
Au -0.009 -1.011 1.590
C 0.946 0.955 5.361
C 0.844 0.826 3.838
C -0.071 1.946 3.284
C 0.169 -0.426 3.401
C 2.229 0.829 3.187
C 3.099 -0.218 3.496
C 4.357 -0.288 2.923
C 4.768 0.699 2.038
C 3.909 1.740 1.725
C 2.642 1.803 2.290
H -0.048 0.925 5.813
H 1.416 1.902 5.629
H 1.546 0.152 5.790
H -1.081 1.850 3.689
H -0.134 1.923 2.198
H 0.327 2.908 3.614
H -0.238 -1.012 4.235
H 2.787 -0.993 4.189
H 5.012 -1.116 3.160
H 5.750 0.650 1.586
H 4.216 2.505 1.023
H 1.974 2.600 1.995
N 1.692 2.945 -1.622
C 1.017 2.875 -0.677
H 2.282 3.000 -2.436
O 1.947 -0.750 -0.356
C 0.988 -1.267 -0.918
O -0.008 -1.831 -0.326
C 0.877 -1.141 -2.414
C 1.752 -0.273 -3.047
C 1.600 -0.028 -4.396
C 0.640 -0.661 -5.162
C -0.204 -1.533 -4.502
C -0.119 -1.771 -3.141
N -1.262 -2.207 -5.277
O -2.083 -2.855 -4.655
O -1.243 -2.083 -6.484
N 2.464 0.983 -5.028
O 3.065 1.751 -4.292
O 2.539 0.992 -6.233
H 2.520 0.203 -2.459
H 0.540 -0.471 -6.220
H -0.816 -2.433 -2.647
C -3.622 -0.410 -2.680
N -3.941 -0.777 -1.312
C -4.848 -1.756 -0.949
C -4.850 -1.813 0.395
N -3.940 -0.873 0.844
C -3.681 -0.585 2.239
C -3.369 -0.234 -0.211
Se -2.072 1.073 -0.171
H -4.527 -0.471 -3.282
H -2.868 -1.081 -3.093
H -3.240 0.607 -2.682
H -5.401 -2.320 -1.678
H -5.411 -2.432 1.071
H -4.536 -0.078 2.687
H -2.812 0.067 2.288
H -3.477 -1.512 2.772
*
```

Results
* relative energy (zero: lowest compared OMol25 entry of this formula, charge and spin): 54.46 kJ/mol
* E_HOMO (alpha / beta): -7.349 / -7.348 eV
* orbital gap (alpha / beta): 6.0 / 6.0 eV
* electronic energy: -4152.918738 Ha